Record 1
The following is a quantum chemistry calculation of a molecular structure, C14H29F6N6P2RbSTe in a non-equilibrium geometry, from the OMol25 dataset.

Geometry as ORCA input:
```
! RIJCOSX wB97M-V def2-TZVPD def2/J DEFGRID3
* xyz 1 2
Rb 12.319 13.625 8.602
N 13.607 11.908 10.815
C 14.724 11.006 10.774
C 16.064 11.715 10.630
N 16.141 12.515 9.434
C 17.103 13.598 9.414
C 16.767 14.541 8.272
N 15.440 15.174 8.464
H 13.726 12.469 11.627
H 12.679 11.502 10.759
H 14.597 10.347 9.873
H 14.772 10.262 11.542
H 16.837 10.983 10.603
H 16.264 12.294 11.580
H 15.232 12.907 9.124
H 18.127 13.237 9.243
H 17.170 14.208 10.331
H 16.807 14.043 7.340
H 17.644 15.247 8.326
H 15.368 15.951 7.773
H 15.365 15.642 9.336
Te 10.862 16.135 6.365
C 9.181 15.803 7.332
C 8.478 14.615 7.598
C 7.235 14.798 8.224
C 6.942 16.110 8.467
S 8.190 17.121 7.969
H 8.917 13.629 7.381
H 6.608 14.000 8.697
H 6.019 16.491 8.816
F 10.558 11.867 7.597
P 10.323 10.548 8.596
F 11.963 10.458 8.658
F 10.314 11.460 9.903
F 10.301 9.256 9.479
F 10.306 9.727 7.201
F 8.754 10.706 8.542
C 13.102 8.190 5.096
N 13.332 9.515 4.360
C 14.842 9.382 3.825
N 15.687 9.167 4.891
C 15.372 7.923 5.670
N 13.965 7.972 6.159
C 13.800 9.026 7.130
P 14.238 10.722 6.710
C 13.081 10.719 5.210
C 15.808 10.409 5.725
H 13.238 7.453 4.294
H 12.033 8.218 5.467
H 12.746 9.561 3.532
H 15.157 10.302 3.235
H 14.764 8.498 3.203
H 16.049 7.844 6.541
H 15.451 7.028 5.048
H 14.322 8.847 8.061
H 12.737 9.083 7.411
H 13.375 11.598 4.572
H 12.042 10.644 5.520
H 16.512 10.288 6.531
H 16.055 11.266 5.131
*
```

Relative energy (zero: lowest compared OMol25 entry of this formula, charge and spin) (kJ/mol): 17.7
Gap between HOMO and LUMO (alpha / beta) (Eh): 0.29120 / 0.22816
Electronic energy (eV): -77594.6582
<S²>: 0.768

Here are the Löwdin charges for atoms 1 to 2, given in e:
1. Rb 0.66
2. N -0.03

=====

Record 2
The following is a quantum chemistry calculation of 2 unconnected molecules or ions with the total composition C4H7F4N in a non-equilibrium geometry, from the OMol25 dataset.

Geometry as ORCA input:
```
! RIJCOSX wB97M-V def2-TZVPD def2/J DEFGRID3
* xyz 0 1
C 1.712 -0.233 -1.414
C 1.059 -0.198 -0.003
C -0.243 -0.966 0.217
C -2.114 0.289 0.258
N -3.178 -0.561 0.527
F -0.364 -1.978 -0.642
F -0.272 -1.327 1.558
F -2.245 0.761 -0.986
F -1.743 1.220 1.145
H 1.756 0.750 -1.833
H 2.837 -0.530 -1.372
H 1.252 -0.901 -2.154
H 1.078 0.919 0.311
H 1.686 -0.733 0.638
H -4.025 -0.771 0.023
H -3.173 -1.202 1.366
*
```

Relative energy (zero: lowest compared OMol25 entry of this formula, charge and spin) (kJ/mol): 183.2
Gap between HOMO and LUMO (Eh): 0.34479
Electronic energy (eV): -16619.0795

Here are the Löwdin charges for atoms 1 to 2, given in e:
1. C -0.10
2. C -0.16

=====

Record 3
The following is a quantum chemistry calculation of 14 unconnected molecules or ions with the total composition C6H40N2O13 in a non-equilibrium geometry, from the OMol25 dataset.

Geometry as ORCA input:
```
! RIJCOSX wB97M-V def2-TZVPD def2/J DEFGRID3
* xyz 0 1
N 0.819 -0.531 -1.541
C 2.302 -0.475 -1.585
C 2.820 -1.001 -0.282
C 1.709 -0.641 0.705
C 0.505 -0.072 -0.089
C -0.807 -0.502 0.521
N -1.909 0.284 0.012
C -3.192 0.003 0.557
H 0.389 -0.023 -2.243
H 2.701 0.473 -1.914
H 2.627 -1.192 -2.391
H 3.774 -0.547 0.106
H 3.051 -2.064 -0.262
H 1.959 -0.184 1.714
H 1.305 -1.612 1.145
H 0.631 1.048 0.042
H -0.756 -0.335 1.708
H -1.064 -1.651 0.235
H -1.635 1.273 0.118
H -3.792 0.907 0.757
H -3.246 -0.629 1.480
H -3.742 -0.559 -0.179
H 2.355 -4.035 1.658
H 1.924 -4.062 3.192
O 2.646 -4.041 2.585
H 2.006 4.938 -0.662
H 0.987 4.589 -1.696
O 1.821 4.177 -1.219
H -1.609 0.375 -2.150
H -1.990 -0.193 -3.401
O -1.463 0.446 -3.096
H 0.279 0.785 -3.943
H 0.234 1.118 -5.416
O 0.790 0.690 -4.795
H 0.538 -2.463 -1.732
H 1.828 -3.527 -1.777
O 0.902 -3.464 -1.888
H -0.237 3.980 -0.266
H 0.385 3.477 0.989
O -0.479 3.546 0.548
H 0.672 -0.259 3.935
H -0.226 0.123 2.924
O 0.248 0.514 3.644
H -0.651 3.017 -2.423
H -1.259 4.398 -2.782
O -0.511 3.973 -2.311
H 2.910 -1.715 4.815
H 1.415 -1.888 4.941
O 2.076 -1.385 4.393
H -1.698 4.072 1.820
H -1.919 2.766 2.604
O -2.031 3.588 2.608
H -2.969 -2.104 -4.287
H -2.655 -1.868 -2.681
O -3.031 -1.615 -3.557
H 0.405 -4.085 -0.261
H 0.670 -5.413 0.361
O 0.587 -4.452 0.585
H -2.215 1.122 3.663
H -3.626 0.752 4.230
O -2.822 0.403 3.726
*
```

Relative energy (zero: lowest compared OMol25 entry of this formula, charge and spin) (kJ/mol): 451.8
Gap between HOMO and LUMO (Eh): 0.34432
Electronic energy (eV): -36465.8326

Here are the Löwdin charges for atoms 1 to 2, given in e:
1. N 0.01
2. C -0.21

=====

Record 4
The following is a quantum chemistry calculation of a molecular structure, C18H30NO2 in a non-equilibrium geometry, from the OMol25 dataset.

Geometry as ORCA input:
```
! RIJCOSX wB97M-V def2-TZVPD def2/J DEFGRID3
* xyz 1 1
C 5.637 1.897 0.853
C 4.685 0.872 0.458
C 3.381 1.358 0.176
C 2.311 0.288 -0.113
C 2.590 -1.220 -0.285
C 3.819 -1.499 0.187
C 4.754 -0.598 0.592
H 5.833 -0.767 0.505
H 4.093 -2.429 0.022
C 1.513 -2.096 -0.429
C 0.721 -2.231 0.911
H 1.383 -2.826 1.453
H -0.024 -3.296 0.592
H 0.424 -1.458 1.440
C 1.969 -3.316 -1.263
H 2.514 -3.945 -0.348
H 1.172 -4.065 -1.415
H 2.538 -3.085 -1.923
H 0.842 -1.457 -1.136
O 0.898 0.690 -0.227
C 0.478 1.986 -0.426
H 0.963 2.674 -0.920
C -0.962 2.059 -0.664
O -1.194 1.307 -1.763
H -0.383 0.821 -2.281
C -1.677 1.206 0.357
N -2.975 0.490 -0.285
H -3.698 1.535 -0.288
H -2.754 0.540 -1.170
C -3.514 -0.647 0.300
H -2.725 -1.225 0.213
C -4.736 -1.062 -0.797
H -4.458 -0.858 -1.709
H -4.915 -2.224 -0.532
C -5.942 -0.271 -0.193
H -6.767 -0.611 -0.146
C -5.527 0.303 1.045
H -5.456 1.403 1.501
H -6.345 0.086 1.954
C -4.341 -0.253 1.670
H -4.331 -1.428 2.195
H -3.762 0.276 2.506
H -6.200 0.586 -0.842
H -1.212 0.188 0.721
H -2.088 1.884 1.146
H -1.196 2.892 -0.870
H 0.731 2.336 0.698
H 3.106 2.170 0.273
H 6.383 1.975 -0.105
H 5.037 2.965 0.871
H 6.092 1.717 1.670
*
```

Relative energy (zero: lowest compared OMol25 entry of this formula, charge and spin) (kJ/mol): 1739.5
Gap between HOMO and LUMO (Eh): 0.27284
Electronic energy (eV): -24714.6180

Here are the Löwdin charges for atoms 1 to 2, given in e:
1. C -0.04
2. C -0.25

=====

Record 5
The following is a quantum chemistry calculation of C7H10 in the gas phase in a non-equilibrium geometry, from the OMol25 dataset.

Geometry as ORCA input:
```
! RIJCOSX wB97M-V def2-TZVPD def2/J DEFGRID3
* xyz 0 1
C 2.059 0.566 0.834
C 1.218 1.121 -0.044
C -0.229 0.686 0.010
C -1.183 1.566 -0.309
C -0.528 -0.783 -0.006
C -0.971 -1.406 1.089
C -0.350 -1.410 -1.368
H 3.124 0.345 0.816
H 1.627 -0.114 1.571
H 1.418 1.995 -0.650
H -0.946 2.588 -0.573
H -2.228 1.296 -0.405
H -1.013 -0.968 2.077
H -0.921 -2.488 1.086
H -0.939 -0.794 -2.048
H -0.792 -2.407 -1.310
H 0.664 -1.513 -1.743
*
```

Relative energy (zero: lowest compared OMol25 entry of this formula, charge and spin) (kJ/mol): 240.3
Gap between HOMO and LUMO (Eh): 0.36181
Electronic energy (eV): -7418.5444
SMILES: C=CC(=C)C(=C)C

Here are the Löwdin charges for atoms 1 to 2, given in e:
1. C 0.02
2. C -0.12

=====

Record 6
The following is a quantum chemistry calculation of C5H10OS in the gas phase in a non-equilibrium geometry, from the OMol25 dataset.

Geometry as ORCA input:
```
! RIJCOSX wB97M-V def2-TZVPD def2/J DEFGRID3
* xyz 0 1
C 0.859 -0.790 0.960
C 0.044 0.279 0.254
C -0.323 1.462 1.115
C -1.002 -0.135 -0.772
S -1.333 -1.833 -1.253
C 0.298 0.503 -1.208
O 1.252 -0.243 -1.875
H 1.681 -0.284 1.505
H 0.243 -1.358 1.717
H 1.268 -1.469 0.254
H -0.891 2.206 0.535
H -0.933 1.161 1.963
H 0.590 1.928 1.503
H -1.863 0.474 -0.805
H -0.953 -2.415 -0.086
H 0.268 1.537 -1.574
H 0.796 -1.023 -2.232
*
```

Relative energy (zero: lowest compared OMol25 entry of this formula, charge and spin) (kJ/mol): 89.9
Gap between HOMO and LUMO (Eh): 0.36438
Electronic energy (eV): -18228.9670
SMILES: CC1(C)[C@H](S)[C@@H]1O

Here are the Löwdin charges for atoms 1 to 2, given in e:
1. C -0.05
2. C -0.49

=====

electronic energy of number 6 (C5H10OS)? -18228.9670 eV